The following is a quantum chemistry calculation of a molecular structure, C25H16Cl5CoF2N3P, from the Open Molecules 2025 dataset.

Net charge   -1
Total energy   -5351.32824 Ha
Largest force on an atom   0.0156 hartree/bohr
⟨S²⟩   3.843
2S+1   4
Lowest unoccupied orbital energy (spin up / spin down)   2.496 / 1.981 eV
Gap between HOMO and LUMO (spin up / spin down)   0.187 / 0.252 hartree

Last column: Löwdin charge in e.
Element x y z (Å)
Co -0.6335 0.0561 -0.0306  0.172
Cl 2.5128 0.7052 1.3385  0.710
C 1.1143 1.5274 1.9777  -0.635
C -0.1635 1.1823 1.5253  -0.233
C -1.1967 1.7285 2.3105  -0.666
Cl -2.8091 1.1437 2.0686  0.685
C -0.9960 2.6502 3.3328  -0.712
Cl -2.3257 3.2751 4.2430  0.637
C 0.2937 3.0741 3.6320  -0.725
Cl 0.5698 4.2703 4.8473  0.631
C 1.3588 2.4832 2.9659  -0.707
Cl 2.9734 2.9578 3.3758  0.634
N 0.4381 0.1280 -2.8124  -0.078
P 1.2718 0.4243 -1.3061  0.989
C 2.9800 0.0901 -1.9412  -0.349
C 3.4773 0.7568 -3.0630  -0.110
C 4.6733 0.3674 -3.6457  -0.093
C 5.3912 -0.6946 -3.1101  -0.102
C 4.9118 -1.3573 -1.9897  -0.090
C 3.7071 -0.9727 -1.4162  -0.108
C 1.2910 2.2381 -1.2643  -0.324
C 2.3492 2.9745 -0.8015  -0.151
C 2.1836 4.2823 -0.3244  -0.073
C 0.8744 4.8161 -0.1842  -0.104
C -0.2052 4.1537 -0.6554  -0.033
C -0.0681 2.8523 -1.3847  -0.305
C -0.6242 -0.7413 -2.8382  -0.356
C -1.0142 -1.3773 -4.0226  -0.026
C -2.1180 -2.2011 -4.0107  -0.087
C -2.7981 -2.3950 -2.8127  -0.077
C -2.3449 -1.7397 -1.6870  -0.096
N -1.2818 -0.9295 -1.6821  0.037
H 0.9224 0.2507 -3.6882  0.094
H 2.9324 1.6075 -3.4588  0.105
H 5.0516 0.8941 -4.5136  0.097
H 6.3220 -1.0056 -3.5680  0.095
H 5.4778 -2.1770 -1.5648  0.099
H 3.3205 -1.4937 -0.5472  0.094
H 3.3291 2.5115 -0.7537  0.091
H 3.0366 4.8414 0.0359  0.093
H 0.7439 5.7611 0.3302  0.099
H -1.2081 4.5418 -0.5280  0.111
H -0.2702 3.0459 -2.4567  0.152
H -0.4530 -1.2012 -4.9316  0.103
H -2.4445 -2.6888 -4.9204  0.100
H -3.6641 -3.0389 -2.7559  0.096
H -2.8517 -1.8489 -0.7377  0.111
N -2.3483 1.7635 -1.1216  0.125
C -1.1645 1.8777 -0.9980  -0.412
F -1.8647 -1.9811 1.3349  -0.138
C -0.5140 -1.6046 1.0642  -0.357
F 0.0742 -1.5862 2.3279  -0.087
H -0.0880 -2.5021 0.5868  0.074